Entry a
27
Properties=species:S:1:pos:R:3:nbo_charge:R:1 method="wB97M-V/def2-TZVPD" charge=0 orbital_gap_ev=9.156 lumo_ha=0.0365 smiles=Cc1c[nH]c2ccccc12.CC
C 1.1867 -3.7903 -0.0021 -0.64
C -0.0049 -2.9667 0.2781 -0.09
C -1.3172 -3.1980 0.1166 -0.03
N -2.0770 -2.0367 0.3900 -0.54
C -1.1707 -1.0436 0.7639 0.11
C -1.4537 0.3063 1.1178 -0.23
C -0.3639 1.0710 1.3777 -0.21
C 0.9851 0.5202 1.3325 -0.23
C 1.2394 -0.7835 1.0061 -0.23
C 0.1002 -1.5762 0.7270 -0.02
H 2.0625 -3.3410 0.4244 0.22
H 1.4806 -3.9905 -1.0262 0.22
H 1.1080 -4.7913 0.4514 0.22
H -1.9205 -4.0556 -0.1354 0.21
H -2.8904 -2.2179 0.9630 0.40
H -2.3809 0.8435 1.3399 0.23
H -0.4546 2.0492 1.8186 0.21
H 1.7373 1.1694 1.7401 0.21
H 2.2836 -1.0535 0.8871 0.22
C 1.0319 3.7207 -1.8092 -0.62
C -0.5082 3.5454 -1.6263 -0.61
H 1.3165 2.8127 -1.2667 0.21
H 1.4635 3.6768 -2.8036 0.21
H 1.3141 4.6165 -1.2420 0.20
H -1.1398 3.9478 -2.4288 0.20
H -0.8786 4.0856 -0.7394 0.21
H -0.7491 2.4796 -1.6545 0.21

***

Entry b
27
Properties=species:S:1:pos:R:3:nbo_charge:R:1 method="wB97M-V/def2-TZVPD" charge=0 orbital_gap_ev=8.746 lumo_ha=0.0347 smiles=Cc1c[nH]c2ccccc12.CC
C 0.0873 -2.7202 -1.4062 -0.62
C 0.5515 -1.3732 -1.7781 -0.05
C 1.3827 -1.2366 -2.9167 -0.07
N 1.7333 0.1358 -3.0327 -0.52
C 1.2241 0.8676 -2.0746 0.18
C 1.1829 2.2742 -1.7675 -0.27
C 0.5828 2.6472 -0.5993 -0.22
C -0.1112 1.8069 0.2797 -0.25
C -0.2906 0.4855 -0.1126 -0.18
C 0.3695 -0.0604 -1.2380 -0.12
H -0.6706 -2.8325 -0.7679 0.22
H 0.8590 -3.1697 -0.8942 0.22
H -0.0078 -3.2794 -2.3610 0.21
H 1.7124 -1.9072 -3.6565 0.21
H 1.9981 0.4255 -3.9471 0.41
H 1.8578 2.8992 -2.4005 0.22
H 0.5668 3.7291 -0.2875 0.21
H -0.5678 2.1700 1.2592 0.22
H -0.8880 -0.1833 0.5984 0.21
C -1.1163 0.4984 3.7510 -0.61
C -1.8435 -0.6404 3.0508 -0.59
H -1.6464 1.4242 4.0070 0.21
H -0.7885 -0.0436 4.6193 0.20
H -0.2522 0.7375 3.1615 0.20
H -2.3650 -1.1224 3.7493 0.20
H -1.1503 -1.3196 2.5403 0.20
H -2.4102 -0.2126 2.2240 0.20

***

Entry c
27
Properties=species:S:1:pos:R:3:nbo_charge:R:1 method="wB97M-V/def2-TZVPD" charge=0 orbital_gap_ev=8.921 lumo_ha=0.0337 smiles=Cc1c[nH]c2ccccc12.CC
C -2.8486 -1.4399 -0.9033 -0.64
C -2.0149 -0.7813 0.1296 -0.08
C -1.7161 -1.2997 1.3678 -0.03
N -0.8611 -0.3341 2.0838 -0.58
C -0.6373 0.7332 1.1665 0.14
C 0.2549 1.8147 1.2347 -0.23
C 0.2891 2.7671 0.1975 -0.22
C -0.5525 2.5257 -0.9730 -0.22
C -1.4525 1.4631 -1.0389 -0.20
C -1.3208 0.4689 -0.0359 -0.09
H -2.6044 -1.2476 -1.8914 0.22
H -3.9313 -1.0863 -1.0421 0.22
H -2.8812 -2.5793 -0.8960 0.22
H -2.2857 -2.0580 1.9603 0.22
H -0.0930 -0.3462 2.8390 0.42
H 0.9909 1.8088 2.1280 0.21
H 0.9506 3.5707 0.0671 0.22
H -0.5209 3.2684 -1.8027 0.21
H -2.1786 1.3860 -1.8277 0.22
C 2.6039 -1.6671 -0.1312 -0.64
C 3.1032 -0.2964 -0.4865 -0.61
H 3.1705 -2.2884 -0.9516 0.20
H 3.0138 -2.1779 0.7918 0.20
H 1.6495 -2.1784 -0.1577 0.23
H 4.1415 -0.4143 -0.8538 0.20
H 3.3395 0.3379 0.2963 0.21
H 2.3917 0.0505 -1.2705 0.22

***

On energetic grounds, entry a is preferred over the next structure by 0.0302 hartree.

***

Entry a
21
Properties=species:S:1:pos:R:3:nbo_charge:R:1 method="wB97M-V/def2-TZVPD" charge=0 orbital_gap_ev="6.266 / 6.417" lumo_ha="-0.0137 / -0.0050"
C 2.1971 -1.9347 0.2528 -0.24
C 1.6627 0.6302 -0.0668 -0.22
C 3.1056 -2.3440 1.0722 -0.45
C -0.8290 0.9425 0.1745 0.27
C -1.6871 2.0324 0.6067 -0.65
C -1.7201 -0.6375 -1.6723 -0.60
C -1.3285 -0.3647 -0.2618 -0.49
N 0.4497 1.1765 0.1735 -0.48
S 3.0431 0.9973 0.7765 -0.19
S 1.4871 -1.0168 -0.8446 0.42
H 2.9546 -2.9844 1.8888 0.22
H 4.0901 -1.7764 1.0151 0.22
H -2.6720 1.9367 0.3481 0.23
H -1.2679 2.9239 0.2353 0.22
H -1.4991 2.1561 1.5994 0.23
H -2.3490 0.2181 -2.0634 0.20
H -2.1840 -1.6532 -1.8518 0.22
H -0.9095 -0.6750 -2.3561 0.21
H -0.8022 -1.2301 0.1445 0.25
H -2.3678 -0.4209 0.1733 0.21
H 0.6262 2.0241 0.6561 0.41

***

Entry b
21
Properties=species:S:1:pos:R:3:nbo_charge:R:1 method="wB97M-V/def2-TZVPD" charge=0 orbital_gap_ev="6.526 / 7.761" lumo_ha="-0.0235 / 0.0265"
C 1.9356 0.0966 -1.4981 -0.03
C 2.5459 0.8731 -0.5641 -0.46
C 1.1136 -0.8357 0.3112 -0.04
C -1.7837 0.0190 -0.6941 -0.73
C -0.8380 1.5076 1.1023 -0.67
C 0.2295 -1.6261 0.9890 -0.36
C -1.6974 0.2765 0.7884 -0.03
N 1.1113 -0.7820 -1.0113 -0.51
S 2.2168 0.3192 1.0579 0.38
S -0.6451 -2.8183 0.0280 0.03
H 1.9452 0.3296 -2.5520 0.21
H 3.3575 1.6402 -0.7870 0.24
H -0.7698 0.0832 -1.1438 0.25
H -2.4162 -0.8993 -0.7763 0.24
H -2.1359 0.9309 -1.1441 0.23
H -0.0075 1.4042 1.7597 0.22
H -0.4481 1.6550 0.1898 0.20
H -1.3885 2.2889 1.5193 0.22
H 0.1908 -1.8304 2.0673 0.24
H -2.3227 -0.3244 1.4135 0.19
H -0.1935 -2.3077 -1.0559 0.16

***

On energetic grounds, entry b is preferred over the next structure by 0.0542 hartree.

***

Entry a
101
Properties=species:S:1:pos:R:3:mulliken_spin:R:1 method="wB97M-V/def2-TZVPD" multiplicity=2 charge=+2 s2=0.78 orbital_gap_ev="6.873 / 3.975" lumo_ha="-0.2175 / -0.3239"
Pb 1.4043 -0.1385 -0.3380 0.02
C -0.5185 3.0417 -3.0958 0.00
C -0.3389 1.7291 -2.6580 0.00
N 0.7019 1.6565 -1.8392 0.00
N 1.2184 2.8968 -1.7387 0.00
C 0.4935 3.7516 -2.4846 0.00
B 2.5106 3.1278 -0.9184 -0.01
N 3.5747 2.0452 -1.3425 0.00
C 4.8328 2.2767 -1.7440 0.00
C 5.4281 1.0746 -2.0731 0.01
C 4.4407 0.1278 -1.8398 0.00
N 3.3267 0.7158 -1.3989 0.00
N 2.1900 2.8827 0.5902 0.00
C 2.2935 3.6560 1.6800 0.01
C 1.8836 2.9328 2.7875 0.00
C 1.5337 1.6923 2.2870 0.00
N 1.7121 1.6703 0.9658 0.00
N 3.0726 4.4868 -1.2327 0.00
C 3.3554 4.9514 -2.4826 0.00
C 3.9707 6.1677 -2.3562 0.00
C 4.0356 6.3786 -0.9656 0.00
N 3.5069 5.3735 -0.2998 0.00
H -1.2685 3.4199 -3.7652 0.00
H -0.9160 0.8494 -2.8886 0.00
H 0.7385 4.7978 -2.5297 0.00
H 5.2243 3.2779 -1.7815 0.00
H 6.4234 0.9156 -2.4437 0.00
H 4.5012 -0.9407 -1.9442 0.00
H 2.6579 4.6624 1.5789 0.00
H 1.8338 3.2745 3.8044 0.00
H 1.1506 0.8237 2.7957 0.00
H 3.1079 4.3815 -3.3621 0.00
H 4.3209 6.8120 -3.1409 0.00
H 4.4425 7.2204 -0.4313 0.00
C -3.5244 -4.5609 0.3910 0.00
O -3.4236 -3.1435 0.3332 0.00
C -4.4605 -2.4633 -0.2398 0.00
C -5.6382 -3.0669 -0.6714 0.00
C -6.6779 -2.3002 -1.1762 0.00
C -6.5588 -0.9227 -1.2640 0.00
C -5.3770 -0.3212 -0.8700 0.00
C -4.3198 -1.0731 -0.3740 0.00
N -3.1576 -0.3760 0.0611 0.00
C -1.8785 -0.5261 -0.3658 0.00
N -1.7051 -1.3901 -1.3921 0.00
C -0.5931 -1.8112 -2.1337 0.00
C 0.7451 -1.5233 -1.9105 0.00
C 1.7265 -2.0652 -2.7384 0.00
C 1.3827 -2.8924 -3.7883 0.00
C 0.0491 -3.1977 -4.0238 0.00
C -0.9313 -2.6733 -3.2067 0.00
O -2.2601 -2.9583 -3.3059 0.00
C -2.7908 -3.4108 -4.5536 0.00
N -0.8993 0.1739 0.1568 0.00
C -1.2753 1.1765 1.1039 0.00
C -1.3570 2.4995 0.6918 0.00
C -1.6726 3.5113 1.5868 0.00
C -1.9330 3.1902 2.9079 0.00
C -1.8722 1.8706 3.3382 0.00
C -1.5320 0.8605 2.4448 0.00
O -1.4164 -0.4568 2.7860 0.01
C -1.7676 -0.8146 4.1146 0.00
H -2.5966 -4.9129 0.8356 0.00
H -3.6199 -4.9890 -0.6089 0.00
H -4.3669 -4.8738 1.0098 0.00
H -5.7640 -4.1344 -0.5870 0.00
H -7.5891 -2.7884 -1.4908 0.00
H -7.3716 -0.3219 -1.6444 0.00
H -5.2559 0.7512 -0.9531 0.00
H -3.3163 0.4430 0.6315 0.00
H -2.5551 -1.8152 -1.7375 0.00
H 2.7672 -1.8439 -2.5704 0.00
H 2.1478 -3.3075 -4.4283 0.00
H -0.2121 -3.8511 -4.8418 0.00
H -2.2248 -4.2466 -4.9580 0.00
H -2.8058 -2.5886 -5.2697 0.00
H -3.8041 -3.7397 -4.3433 0.00
H -1.1677 2.7278 -0.3484 0.00
H -1.7252 4.5362 1.2490 0.00
H -2.1947 3.9640 3.6159 0.00
H -2.0917 1.6437 4.3695 0.00
H -1.6317 -1.8908 4.1844 0.00
H -2.8119 -0.5746 4.3250 0.00
H -1.1251 -0.3176 4.8450 0.00
I 4.6101 -0.1769 1.5221 0.11
C 3.5299 -1.2215 2.9095 0.21
C 4.1645 -1.3864 4.1546 0.02
C 3.6378 -2.2187 5.1146 0.04
C 2.4710 -2.9256 4.8316 0.23
C 1.8071 -2.7675 3.6082 -0.02
C 0.6596 -3.5424 3.3727 0.11
C -0.0304 -3.4264 2.1822 0.04
C 0.3977 -2.5031 1.2447 -0.01
C 1.5073 -1.6660 1.4420 0.18
C 2.2859 -1.8491 2.6089 0.04
H 5.0955 -0.8709 4.3418 0.00
H 4.1398 -2.3423 6.0634 0.00
H 2.0575 -3.6033 5.5665 0.00
H 0.3365 -4.2404 4.1340 0.00
H -0.9095 -4.0253 1.9944 0.03
H -0.1710 -2.4302 0.3289 -0.01

***

Entry b
101
Properties=species:S:1:pos:R:3:mulliken_spin:R:1 method="wB97M-V/def2-TZVPD" multiplicity=2 charge=+2 s2=0.77 orbital_gap_ev="4.463 / 4.749" lumo_ha="-0.2538 / -0.2539"
Pb 0.8867 -0.5726 0.0517 0.00
C 0.7068 -5.1150 0.7850 0.00
C 1.1467 -4.0746 -0.0364 0.01
N 1.3741 -2.9804 0.6755 0.01
N 1.1276 -3.2859 1.9735 0.00
C 0.6989 -4.5710 2.0462 0.00
B 1.6575 -2.3447 3.0886 0.00
N 2.9682 -1.7264 2.6082 0.00
C 4.2325 -1.9026 3.0480 0.00
C 5.0545 -1.0643 2.3301 0.00
C 4.1909 -0.4010 1.4495 0.00
N 2.9385 -0.8042 1.6241 0.01
N -0.1730 -0.1975 2.9600 0.00
C -1.1317 0.5350 3.7881 0.01
C -0.8108 1.8271 3.7677 0.01
C 0.3406 1.9386 2.8797 0.00
N 0.6971 0.8078 2.3993 0.04
N 1.8033 -3.1614 4.4100 0.00
C 1.0832 -2.6231 5.5458 0.00
C 0.9009 -3.8101 6.3987 0.00
C 1.5749 -4.8065 5.7795 0.00
N 2.0734 -4.3854 4.5662 0.00
H 0.4314 -6.1155 0.5004 0.00
H 1.2885 -4.0657 -1.1051 0.00
H 0.4151 -5.0392 2.9692 0.00
H 4.4650 -2.6066 3.8313 0.00
H 6.1203 -0.9483 2.4198 0.00
H 4.4263 0.3422 0.7052 0.00
H -1.9469 0.0075 4.2544 0.00
H -1.3106 2.6378 4.2722 0.00
H 0.8743 2.8370 2.6027 0.00
H 1.7512 -1.9328 6.0870 0.00
H 0.4183 -3.8299 7.3636 0.00
H 1.7330 -5.8237 6.1001 0.00
C -3.9801 5.2243 -3.2228 0.00
O -2.8027 4.4505 -3.0508 0.00
C -2.0583 4.1638 -4.1539 0.00
C -2.3828 4.5321 -5.4472 0.00
C -1.5616 4.1528 -6.5023 0.00
C -0.4341 3.3898 -6.2644 0.00
C -0.1013 3.0169 -4.9675 0.00
C -0.8941 3.4140 -3.9019 0.00
N -0.6692 3.1010 -2.5461 0.00
C 0.1000 2.1121 -1.9951 0.02
N 1.3658 2.0791 -2.4654 0.01
C 2.4229 1.1676 -2.3484 -0.03
C 2.4555 -0.0454 -1.6936 0.53
C 3.5497 -0.8938 -1.7271 -0.02
C 4.6815 -0.4966 -2.4190 0.02
C 4.7087 0.7363 -3.0595 -0.01
C 3.5989 1.5599 -3.0401 0.06
O 3.5107 2.7611 -3.6619 0.00
C 4.6674 3.2643 -4.3243 0.00
N -0.3483 1.3678 -1.0137 0.01
C -1.7584 1.3873 -0.8060 0.01
C -2.2894 1.7871 0.4074 0.00
C -3.6566 1.7375 0.6509 0.00
C -4.5080 1.2975 -0.3447 0.00
C -4.0039 0.9229 -1.5841 0.00
C -2.6396 0.9645 -1.8248 0.00
O -2.0568 0.5838 -2.9841 0.00
C -2.9051 0.2256 -4.0679 0.00
H -4.3917 5.3629 -2.2273 0.00
H -4.7090 4.7029 -3.8471 0.00
H -3.7507 6.1971 -3.6613 0.00
H -3.2734 5.1123 -5.6442 0.00
H -1.8147 4.4530 -7.5097 0.00
H 0.1953 3.0800 -7.0874 0.00
H 0.7658 2.3912 -4.8058 0.00
H -1.4772 3.3399 -1.9862 0.00
H 1.6087 2.8617 -3.0561 0.00
H 3.5360 -1.8474 -1.2125 0.02
H 5.5505 -1.1413 -2.4464 0.00
H 5.6039 1.0397 -3.5832 0.00
H 4.3877 4.2397 -4.7094 0.00
H 4.9591 2.6158 -5.1518 0.00
H 5.4992 3.3720 -3.6262 0.00
H -1.6138 2.1789 1.1494 0.00
H -4.0502 2.0568 1.6079 0.00
H -5.5746 1.2489 -0.1701 0.00
H -4.6840 0.5895 -2.3561 0.00
H -2.2443 0.0179 -4.9047 0.00
H -3.5733 1.0476 -4.3334 0.00
H -3.4922 -0.6666 -3.8342 0.00
I -1.5638 -2.2029 -1.0475 0.02
C -2.2084 -2.6659 0.9186 0.03
C -3.2328 -3.5220 1.0292 -0.01
C -3.7785 -3.8407 2.3260 0.00
C -3.1889 -3.3906 3.4408 -0.01
C -1.9736 -2.5851 3.4016 0.03
C -1.3030 -2.4705 4.5748 -0.01
C -0.0474 -1.7419 4.9437 0.00
C 0.7263 -1.1087 3.7892 0.00
C -0.7851 -0.9538 1.8428 0.28
C -1.5903 -2.0073 2.0744 -0.04
H -3.6768 -3.9701 0.1510 0.00
H -4.6623 -4.4613 2.3807 0.00
H -3.5826 -3.6512 4.4152 0.00
H -1.7675 -2.9539 5.4305 0.00
H -0.3012 -1.0094 5.7176 0.00
H 1.4612 -0.4256 4.2257 0.00

***

On energetic grounds, entry a is preferred over the next structure by 0.1893 hartree.